# 1
Here is a molecular structure, C30H24IrN2O4PS from the OMol25 dataset. Energies are from the ωB97M-V functional and the def2-TZVPD basis.

```
63
Properties=species:S:1:pos:R:3:forces:R:3
Ir -0.73072 -0.25708 0.38410 0.82 -0.01 -0.54
C 6.35862 -2.84978 -0.05873 0.00 -0.01 0.01
C 5.95126 -1.59250 -0.47788 0.01 0.01 0.00
C 4.60773 -1.24502 -0.44341 0.00 0.01 0.01
C 3.65359 -2.15483 0.00260 0.03 0.02 -0.04
C 4.07286 -3.42391 0.40387 -0.03 0.01 -0.01
C 5.41549 -3.76623 0.38606 0.03 0.00 0.00
P 1.85094 -1.82735 0.07586 0.04 -0.08 0.01
C 1.70887 -0.18228 -0.73490 -0.16 -0.09 0.06
C 2.11423 1.01357 -0.12405 0.09 0.09 0.01
C 2.10431 2.20285 -0.83277 0.05 0.01 -0.02
C 1.67430 2.21916 -2.15457 0.00 -0.02 0.02
C 1.25109 1.04842 -2.76921 0.03 0.02 -0.03
C 1.26317 -0.14201 -2.06174 0.02 0.03 -0.07
C 1.63229 -1.24963 1.79216 0.02 0.01 0.04
C 2.53285 -1.43249 2.83458 -0.02 -0.09 -0.06
C 2.22594 -0.96892 4.10580 -0.02 0.03 0.06
C 1.02504 -0.31104 4.32819 0.03 -0.01 -0.01
C 0.13514 -0.10476 3.28166 0.05 0.02 -0.04
C 0.42929 -0.56424 1.99991 -0.29 0.23 0.39
H 7.40688 -3.11770 -0.08361 0.00 0.00 0.00
H 6.68201 -0.87581 -0.83051 0.00 0.00 0.00
H 4.30616 -0.25669 -0.76679 0.02 0.00 -0.01
H 3.33633 -4.14889 0.73275 0.00 -0.01 0.00
H 5.72559 -4.75157 0.70888 0.00 -0.01 0.00
H 2.44685 1.00036 0.90658 -0.03 0.01 0.00
H 2.42876 3.11733 -0.35129 -0.01 -0.01 0.01
H 1.65920 3.15075 -2.70629 0.01 0.01 -0.01
H 0.90063 1.06653 -3.79278 -0.01 -0.01 0.01
H 0.93337 -1.05929 -2.53419 -0.03 0.00 0.00
H 3.47384 -1.93839 2.65586 0.01 0.00 0.00
H 2.92755 -1.11569 4.91701 0.00 0.00 0.01
H 0.78216 0.05537 5.31770 0.01 0.00 0.01
H -0.78230 0.44146 3.46177 0.00 -0.01 -0.02
O -8.02867 -1.46748 -2.10657 -0.03 0.02 0.00
C -6.87100 -2.11614 -2.36539 0.02 -0.02 -0.04
O -6.77371 -2.79663 -3.34650 -0.03 0.01 0.03
C -5.75420 -1.92531 -1.38653 0.03 0.01 0.03
C -4.47111 -2.26173 -1.81100 -0.05 0.03 0.02
C -3.39174 -2.10263 -0.96419 -0.02 0.00 -0.01
C -3.58359 -1.61095 0.32474 0.02 0.06 -0.08
S -2.21577 -1.40189 1.43905 -0.34 -0.15 0.20
C -4.86682 -1.29776 0.76135 0.07 -0.03 0.06
C -5.94647 -1.45105 -0.09166 0.00 -0.04 -0.06
H -7.92435 -0.87953 -1.34982 0.01 -0.01 -0.01
H -4.34175 -2.64573 -2.81309 0.00 0.00 -0.01
H -2.39252 -2.35219 -1.29536 0.00 0.00 0.00
H -5.01423 -0.93971 1.77185 0.00 0.02 0.00
H -6.93667 -1.22710 0.28903 -0.01 0.00 0.00
C -0.37109 5.26529 0.67870 0.01 0.01 0.04
N -0.77657 4.03004 0.02105 0.03 0.00 0.04
C -1.32297 4.03523 -1.22362 -0.03 0.00 -0.06
C -1.66177 2.91006 -1.88417 -0.03 -0.03 0.04
C -1.43139 1.67403 -1.19907 -0.21 -0.31 0.00
O -1.65833 0.50682 -1.61686 -0.13 0.44 0.29
N -0.90992 1.71024 0.05922 0.09 -0.14 -0.19
C -0.51460 2.84007 0.72027 -0.04 -0.05 -0.05
O 0.01934 2.85970 1.80572 0.03 0.02 0.05
H -0.79312 6.10635 0.13454 0.00 0.00 -0.01
H 0.71530 5.35113 0.70413 -0.01 -0.01 0.00
H -0.73344 5.26835 1.70355 0.00 0.01 -0.01
H -1.46365 5.01579 -1.65888 0.00 0.00 0.00
H -2.08856 2.92309 -2.87315 -0.01 0.00 -0.01
```
Forces are in eV/Å.

Values from the calculation:
Spin multiplicity: 1
Orbital gap, eV: 6.955
HOMO, eV: -8.02
LUMO energy, eV: -1.067

Here are the Löwdin charges for atoms 1 to 8, given in e: 1.024 -0.091 -0.083 -0.078 -0.383 -0.123 -0.087 1.057

# 2
Here is 2 unconnected molecules or ions with the total composition C3H13N4S from the OMol25 dataset. Energies are from the ωB97M-V functional and the def2-TZVPD basis.

```
21
Properties=species:S:1:pos:R:3:forces:R:3
C -1.13342 0.16523 -1.63939 -0.58 0.35 0.82
C -0.23163 -0.40025 0.76754 0.10 -0.13 0.48
C -0.65054 -0.78643 -0.63568 1.40 -0.97 -0.88
N 0.29360 -1.51185 1.55027 -0.81 -1.29 0.63
N -1.42434 0.15069 1.35366 -0.13 -0.72 1.43
N 2.22862 1.60412 0.04410 -1.52 1.47 -0.55
N -0.31543 -1.96927 -1.05738 -0.61 0.50 2.30
S 1.46263 2.43977 -1.32442 0.57 -0.46 1.49
H -2.04364 0.68448 -1.28216 0.66 0.06 -0.11
H -0.22621 0.84739 -1.59106 -1.12 -0.09 -0.94
H -1.38761 -0.31980 -2.60499 0.60 0.48 0.51
H 0.56933 0.36540 0.76553 -0.17 -0.46 -0.54
H 0.63289 -1.15657 2.42318 1.52 0.96 0.08
H -0.38719 -2.11263 2.08348 -0.32 0.32 -1.86
H -1.37776 -0.26606 2.34531 -0.79 2.24 -1.77
H -1.38129 1.16055 1.17094 -0.60 -0.46 1.33
H 2.97370 2.17284 0.36306 0.95 0.21 0.30
H -0.78338 -2.27879 -1.88629 0.36 -0.77 -0.48
H 2.48611 0.65981 -0.08209 0.46 -0.87 -0.67
H 0.06341 -2.54868 -0.28497 0.01 -0.30 -1.04
H 0.63217 3.10006 -0.47867 0.02 -0.07 -0.55
```
Forces are in eV/Å.

Values from the calculation:
Spin multiplicity: 1
Orbital gap, eV: 8.851
HOMO, eV: -12.73
LUMO energy, eV: -3.879
Charge: +1

Here are the Löwdin charges for atoms 1 to 8, given in e: -0.010 -0.448 -0.232 0.044 0.065 -0.371 0.260 0.717

What did the second record say?
Here is 2 unconnected molecules or ions with the total composition C3H13N4S from the OMol25 dataset. Energies are from the ωB97M-V functional and the def2-TZVPD basis.

```
21
Properties=species:S:1:pos:R:3:forces:R:3
C -1.13342 0.16523 -1.63939 -0.58 0.35 0.82
C -0.23163 -0.40025 0.76754 0.10 -0.13 0.48
C -0.65054 -0.78643 -0.63568 1.40 -0.97 -0.88
N 0.29360 -1.51185 1.55027 -0.81 -1.29 0.63
N -1.42434 0.15069 1.35366 -0.13 -0.72 1.43
N 2.22862 1.60412 0.04410 -1.52 1.47 -0.55
N -0.31543 -1.96927 -1.05738 -0.61 0.50 2.30
S 1.46263 2.43977 -1.32442 0.57 -0.46 1.49
H -2.04364 0.68448 -1.28216 0.66 0.06 -0.11
H -0.22621 0.84739 -1.59106 -1.12 -0.09 -0.94
H -1.38761 -0.31980 -2.60499 0.60 0.48 0.51
H 0.56933 0.36540 0.76553 -0.17 -0.46 -0.54
H 0.63289 -1.15657 2.42318 1.52 0.96 0.08
H -0.38719 -2.11263 2.08348 -0.32 0.32 -1.86
H -1.37776 -0.26606 2.34531 -0.79 2.24 -1.77
H -1.38129 1.16055 1.17094 -0.60 -0.46 1.33
H 2.97370 2.17284 0.36306 0.95 0.21 0.30
H -0.78338 -2.27879 -1.88629 0.36 -0.77 -0.48
H 2.48611 0.65981 -0.08209 0.46 -0.87 -0.67
H 0.06341 -2.54868 -0.28497 0.01 -0.30 -1.04
H 0.63217 3.10006 -0.47867 0.02 -0.07 -0.55
```
Forces are in eV/Å.

Values from the calculation:
Spin multiplicity: 1
Orbital gap, eV: 8.851
HOMO, eV: -12.73
LUMO energy, eV: -3.879
Charge: +1

Here are the Löwdin charges for atoms 1 to 8, given in e: -0.010 -0.448 -0.232 0.044 0.065 -0.371 0.260 0.717